# 1
This record from the OMol25 dataset describes one molecule with the formula C4H4OS. The level of theory is ωB97M-V/def2-TZVPD.

The geometry in ORCA input format:
```
! wB97M-V def2-TZVPD RIJCOSX def2/J DEFGRID3
* xyz 0 1
C 0.53266 0.39891 0.53259
C -0.93993 0.75877 0.56115
C 1.27847 -0.35389 -0.21448
C -1.97045 -0.04119 0.57480
O 1.48886 -1.62929 -2.63548
S 0.61122 -0.72906 -1.87243
H 0.97688 0.81501 1.50943
H -1.26055 1.88061 0.74172
H 2.26680 -0.65943 0.05894
H -2.98395 -0.44044 0.74376
*
```

Calculated values
Relative energy (zero: lowest compared OMol25 entry of this formula, charge and spin), kJ/mol: 497.8
E_HOMO (spin up / spin down), eV: -8.3 / -8.6
Molecular weight, u: 100.1
Orbital gap (spin up / spin down), eV: 8.181 / 7.646

---

# 2
This record from the OMol25 dataset describes a 3-piece molecular cluster, C17H29BN2O4 overall. The level of theory is ωB97M-V/def2-TZVPD.

The geometry in ORCA input format:
```
! wB97M-V def2-TZVPD RIJCOSX def2/J DEFGRID3
* xyz 0 1
O 1.93724 -1.27576 2.84517
B 1.42592 -0.18854 2.17470
O 1.65851 -0.11848 0.83063
C 0.69994 1.00726 2.91640
C -0.74118 1.19423 2.53020
C -1.21738 2.33698 1.96929
C -2.57490 2.47226 1.59426
C -3.45889 1.46030 1.79315
C -3.01640 0.26417 2.38530
N -3.89661 -0.75660 2.57109
C -3.42331 -1.84284 3.10580
C -2.06408 -1.97262 3.49373
N -1.19786 -1.01704 3.32746
C -1.65522 0.12881 2.75172
H 1.52333 -1.33712 3.71168
H 2.14518 -0.90442 0.55530
H 0.77645 0.87509 3.99839
H 1.23956 1.92822 2.67882
H -0.54004 3.16199 1.78827
H -2.91169 3.39042 1.13160
H -4.49452 1.54164 1.49399
H -4.10116 -2.67714 3.25306
H -1.72181 -2.90169 3.93640
C 6.40765 0.84385 -3.39205
C 6.45712 1.60281 -2.07693
O 5.19329 1.79447 -1.46951
C 4.48103 0.61910 -1.12727
C 5.20588 -0.27601 -0.13503
H 5.73803 1.34084 -4.09499
H 7.40445 0.80290 -3.83253
H 6.06267 -0.18268 -3.26217
H 6.83625 2.61033 -2.24894
H 7.15141 1.11652 -1.38174
H 4.21417 0.05330 -2.02815
H 3.54916 0.97163 -0.68702
H 6.13581 -0.67624 -0.54102
H 4.57756 -1.12734 0.13237
H 5.44241 0.27612 0.77530
C -4.42427 -2.07354 -0.68011
C -4.93583 -0.76878 -1.26391
O -3.91891 0.16886 -1.56742
C -2.94000 -0.25185 -2.49879
C -3.49474 -0.60380 -3.86863
H -3.82010 -1.87413 0.20404
H -5.26632 -2.70232 -0.38810
H -3.81745 -2.63890 -1.38933
H -5.56242 -0.26394 -0.52800
H -5.56435 -0.96019 -2.14179
H -2.35747 -1.08858 -2.09578
H -2.25819 0.59439 -2.58436
H -4.15924 -1.46817 -3.83413
H -2.67596 -0.84473 -4.54751
H -4.05267 0.23694 -4.28287
*
```

Calculated values
E_HOMO, eV: -8.8
SMILES string: OB(O)Cc1cccc2nccnc12.CCOCC.CCOCC
Molecular weight, u: 336.2
Orbital gap, eV: 8.704

---

# 3
This record from the OMol25 dataset describes C9H21O19P2V as an isolated structure. The level of theory is ωB97M-V/def2-TZVPD.

The geometry in ORCA input format:
```
! wB97M-V def2-TZVPD RIJCOSX def2/J DEFGRID3
* xyz -2 1
O 2.05987 -1.14156 -1.84826
V 2.23416 -0.52923 -0.35062
O 3.55996 0.37289 -0.42516
O 0.21422 3.06889 -1.47514
C -0.03367 1.96722 -0.68038
O -1.12791 1.92552 -0.11466
O 0.91426 1.14346 -0.55532
H -0.60527 3.55298 -1.28754
O 3.81075 -2.18606 2.81486
C 3.77932 -2.93292 1.64200
O 3.97242 -4.15077 1.70861
O 3.57916 -2.24232 0.60007
H 3.64319 -1.31314 2.41094
O -0.08908 -2.52468 2.53431
C -0.37432 -1.92054 1.31188
O -1.49119 -1.45669 1.13015
O 0.61733 -1.95347 0.50477
H 0.85941 -2.69942 2.39457
C -3.64040 0.61752 -5.42253
O -3.62140 0.86562 -4.03564
P -3.50495 -0.38643 -3.02068
O -3.67756 0.01581 -1.63013
O -2.16194 -1.11094 -3.40787
C -1.20277 -1.66957 -2.44476
O -4.58388 -1.45830 -3.53352
C -5.95715 -1.29305 -3.22384
H -2.69788 0.21242 -5.81589
H -3.72133 1.55762 -5.97164
H -4.43273 -0.08446 -5.69103
H -0.43558 -2.19496 -3.00003
H -1.78466 -2.29323 -1.77000
H -0.75202 -0.88019 -1.84594
H -6.17796 -0.23444 -3.02452
H -6.19031 -1.69068 -2.22995
H -6.53289 -1.73202 -4.02939
C 2.71320 3.16936 1.00845
O 1.93464 2.63670 2.05895
P 2.16386 1.20128 2.65588
O 2.13139 0.10305 1.70443
O 3.58304 1.32213 3.42850
C 3.81639 0.54573 4.61114
O 1.11066 1.09480 3.82342
C -0.26079 0.89135 3.46255
H 3.04553 4.18079 1.26544
H 2.10533 3.28608 0.10982
H 3.59318 2.61586 0.68168
H 4.39153 -0.35639 4.40988
H 2.89996 0.20573 5.09656
H 4.30649 1.24116 5.29311
H -0.53507 1.42632 2.55029
H -0.87062 1.36195 4.24155
H -0.57591 -0.14682 3.38060
*
```

Calculated values
E_HOMO, eV: -2.9
Molecular weight, u: 546.1
Orbital gap, eV: 7.065